Formula: C3H7NORb
Source: OMol25
Level of theory: ωB97M-V with the def2-TZVPD basis set

```
! wB97M-V def2-TZVPD RIJCOSX def2/J DEFGRID3
* xyz 1 1
Rb 0.6473 3.5137 2.9476
C -1.6066 -1.1658 -0.8030
C -0.2216 -0.7188 -0.7347
O 0.5687 -1.1351 -1.5993
N 0.1320 0.1544 0.2087
C 1.5210 0.5959 0.3699
H -1.8319 -1.9795 -0.1136
H -1.9597 -1.5908 -1.7426
H -2.2700 -0.3464 -0.5265
H -0.6293 0.5104 0.7689
H 1.5465 1.3859 1.1205
H 1.8844 0.9498 -0.5948
H 2.2192 -0.1737 0.6989
*
```

HOMO level = -0.4452 hartree
Gap between HOMO and LUMO = 7.47 eV
LUMO = -4.644 eV

---

Formula: C3H4N2
Source: OMol25
Level of theory: ωB97M-V with the def2-TZVPD basis set

```
! wB97M-V def2-TZVPD RIJCOSX def2/J DEFGRID3
* xyz 1 2
C -0.4890 0.5009 0.3466
C 0.4629 1.5265 0.0837
N 1.5592 1.2491 -0.5017
C -1.0102 -4.5022 -0.7660
N -1.2811 -3.5365 -0.1992
H -0.1665 -0.5402 0.3651
H -1.4565 0.7637 0.7636
H 2.2442 2.0158 -0.4937
H 0.1370 2.5229 0.4016
*
```

HOMO level (alpha / beta) = -0.6019 / -0.5889 hartree
<S²> = 0.7625
Gap between HOMO and LUMO (alpha / beta) = 7.27 / 6.92 eV
LUMO (alpha / beta) = -9.108 / -9.108 eV

---

Formula: C39H31AsLiN3O6
Source: OMol25
Level of theory: ωB97M-V with the def2-TZVPD basis set

```
! wB97M-V def2-TZVPD RIJCOSX def2/J DEFGRID3
* xyz -2 1
Li -0.8234 -1.7828 -0.5875
C -1.6444 -4.7403 -3.8126
O -0.4599 -4.2875 -4.4532
C 0.6790 -4.1909 -3.6719
C 1.8507 -4.6194 -4.2489
C 3.0738 -4.5237 -3.5753
C 3.0711 -4.0054 -2.2950
C 1.9007 -3.5600 -1.6737
C 2.0225 -3.0576 -0.3101
N 1.0618 -2.6711 0.4358
N 1.4412 -2.3310 1.7289
C 0.6827 -1.3887 2.2189
O -0.2861 -0.7795 1.6668
C 1.0116 -1.0133 3.6472
C 0.3412 0.0458 4.2483
C 0.6237 0.4194 5.5561
C 1.5814 -0.2680 6.2868
C 2.2517 -1.3350 5.6964
C 1.9694 -1.7038 4.3911
C 0.6404 -3.5871 -2.3621
O -0.4303 -3.1161 -1.8799
H -2.3102 -5.0658 -4.6160
H -2.1055 -3.9592 -3.2134
H -1.4297 -5.5904 -3.1565
H 1.7946 -5.0324 -5.2515
H 3.9916 -4.8553 -4.0460
H 4.0021 -3.9329 -1.7382
H 3.0396 -3.0495 0.1038
H -0.4056 0.5699 3.6673
H 0.0919 1.2523 6.0037
H 1.8022 0.0193 7.3091
H 2.9984 -1.8834 6.2609
H 2.4825 -2.5264 3.9118
O -4.8415 -1.3677 0.1079
C -3.6977 -1.2658 -0.3721
O -2.6097 -1.7006 0.0614
C -3.5951 -0.4887 -1.7038
C -4.7042 0.1544 -2.2505
C -4.5476 0.8750 -3.4204
C -3.2926 0.9259 -4.0152
C -2.2531 0.2364 -3.4072
N -2.3997 -0.4529 -2.2827
H -5.6465 0.0743 -1.7261
H -5.3882 1.3981 -3.8652
H -3.1199 1.4836 -4.9279
H -1.2510 0.2409 -3.8261
O 0.5803 0.0855 -1.0653
As 0.2745 1.2584 0.0377
C -1.5286 1.7418 0.5800
C -2.1592 2.7620 -0.1294
C -3.4618 3.1251 0.1773
C -4.1485 2.4615 1.1825
C -3.5320 1.4286 1.8704
C -2.2265 1.0630 1.5746
C 0.8653 2.8995 -0.9033
C 1.4884 2.7035 -2.1295
C 2.0364 3.7767 -2.8234
C 1.9720 5.0557 -2.2924
C 1.3560 5.2599 -1.0632
C 0.8095 4.1870 -0.3749
C 1.5331 1.3721 1.4964
C 2.6262 0.5168 1.4534
C 3.5864 0.5861 2.4513
C 3.4589 1.5063 3.4838
C 2.3636 2.3571 3.5223
C 1.3965 2.2888 2.5282
H -1.6571 3.2567 -0.9481
H -3.9477 3.9030 -0.3996
H -5.1776 2.7210 1.4011
H -4.0801 0.8643 2.6131
H -1.7559 0.2188 2.0616
H 1.5303 1.6929 -2.5213
H 2.5169 3.6095 -3.7803
H 2.4007 5.8932 -2.8309
H 1.3005 6.2570 -0.6415
H 0.3229 4.3620 0.5784
H 2.6890 -0.2203 0.6602
H 4.4269 -0.0969 2.4335
H 4.2025 1.5453 4.2706
H 2.2483 3.0605 4.3386
H 0.5255 2.9341 2.5749
*
```

HOMO level = -0.0437 hartree
Gap between HOMO and LUMO = 5.44 eV
LUMO = 4.255 eV